Density functional theory data (wB97M-V/def2-TZVPD) for one molecule with the formula C4H5NO.

The value obtained for the largest force on an atom is 0.865 eV Å⁻¹.

Last column: natural (NBO) charge in e.
CARTESIAN COORDINATES (ANGSTROEM)
O 1.32 -0.03 1.95  -0.521
C 0.58 -0.10 1.00  0.571
C 0.82 -0.63 -0.43  -0.535
C -0.27 0.36 -0.83  -0.047
N -1.53 0.00 -0.26  -0.546
C -0.61 0.72 0.60  -0.191
H 1.86 -0.37 -0.66  0.241
H 0.63 -1.68 -0.71  0.226
H -0.26 1.05 -1.67  0.222
H -1.61 -0.99 -0.04  0.355
H -0.92 1.66 1.04  0.225

=====

Density functional theory data (wB97M-V/def2-TZVPD) for C19H17AgPS2 as an isolated structure.

Its total charge is -1. The value obtained for the largest force on an atom is 0.725 eV Å⁻¹.

Last column: natural (NBO) charge in e.
CARTESIAN COORDINATES (ANGSTROEM)
Ag 1.01 0.97 0.31  0.681
S 1.33 3.28 1.05  -0.530
C -0.06 3.30 2.18  -0.162
C -0.38 4.56 2.73  -0.238
C -1.42 4.75 3.62  -0.256
C -2.20 3.66 4.00  -0.263
C -1.90 2.42 3.48  -0.225
C -0.85 2.19 2.57  -0.180
S -0.66 0.50 2.02  -0.550
H 0.22 5.41 2.42  0.202
H -1.63 5.75 4.01  0.189
H -3.02 3.78 4.70  0.189
H -2.50 1.56 3.76  0.200
C 0.59 -0.75 -3.65  -0.925
P 0.48 -0.30 -1.85  0.769
C 1.97 -1.20 -1.19  -0.347
C 3.17 -0.87 -1.85  -0.158
C 4.39 -1.38 -1.44  -0.234
C 4.46 -2.21 -0.32  -0.218
C 3.30 -2.51 0.37  -0.205
C 2.07 -2.00 -0.06  -0.220
C -1.08 -1.19 -1.42  -0.213
C -2.21 -0.61 -2.00  -0.241
C -3.49 -1.08 -1.74  -0.207
C -3.67 -2.15 -0.87  -0.220
C -2.57 -2.73 -0.28  -0.189
C -1.29 -2.25 -0.54  -0.233
H 0.70 0.14 -4.27  0.227
H -0.32 -1.27 -3.94  0.238
H 1.45 -1.40 -3.82  0.232
H 3.15 -0.20 -2.70  0.201
H 5.29 -1.11 -1.97  0.207
H 5.41 -2.60 0.01  0.207
H 3.33 -3.12 1.26  0.212
H 1.20 -2.21 0.55  0.225
H -2.09 0.26 -2.65  0.210
H -4.34 -0.59 -2.20  0.207
H -4.67 -2.50 -0.65  0.205
H -2.69 -3.55 0.42  0.206
H -0.46 -2.73 -0.05  0.207

=====

Density functional theory data (wB97M-V/def2-TZVPD) for C4H5IrLiO7 as an isolated structure in a non-equilibrium geometry.

The multiplicity is 5. Its total charge is +1. The expectation value of S² is 6.0111. The value obtained for the largest force on an atom is 15.053 eV Å⁻¹.

Last column: Mulliken spin population.
CARTESIAN COORDINATES (ANGSTROEM)
O 0.02 -0.60 -4.15  0.228
C -0.69 -0.52 -3.10  0.018
O -1.63 -1.36 -2.93  0.213
O -0.42 0.41 -2.23  0.004
C -0.02 0.03 -0.90  0.000
O 1.63 0.47 0.75  0.768
C -0.14 0.62 4.34  -0.013
C 1.30 0.71 -0.56  0.009
O -0.68 1.40 3.53  0.046
O 1.00 0.11 4.20  0.081
Ir -1.05 -2.05 -4.48  2.541
Li 0.88 0.92 2.30  -0.003
H 0.09 -1.07 -0.86  -0.003
H -0.80 0.33 -0.19  0.002
H 2.06 0.33 -1.27  0.025
H 1.18 1.79 -0.81  0.071
O -0.76 0.47 5.54  0.012
H -1.06 -0.44 5.62  -0.001

=====

Density functional theory data (wB97M-V/def2-TZVPD) for a 12-piece molecular cluster, C42H76F21N6O25S7 overall in a non-equilibrium geometry.

The multiplicity is 2. The expectation value of S² is 0.7666. The value obtained for the largest force on an atom is 4.110 eV Å⁻¹.

Last column: Mulliken spin population.
CARTESIAN COORDINATES (ANGSTROEM)
C 5.42 -0.75 1.63  0.001
C 6.39 -0.15 2.74  -0.001
N 5.90 1.25 3.28  0.000
C 4.63 1.05 4.10  -0.001
C 7.06 1.72 4.23  0.000
C 6.91 3.08 4.85  0.000
C 5.56 2.31 2.18  -0.001
C 6.75 2.64 1.21  0.000
O 7.18 1.52 0.53  0.000
C 8.52 1.49 0.06  0.000
H 4.51 -1.06 2.15  0.000
H 5.86 -1.68 1.27  0.000
H 5.04 -0.27 0.73  0.000
H 7.38 -0.08 2.30  0.000
H 6.53 -0.84 3.57  0.000
H 4.55 2.06 4.48  0.000
H 4.79 0.39 4.96  0.000
H 3.81 0.85 3.41  0.001
H 7.97 1.73 3.64  0.000
H 7.15 0.98 5.03  0.000
H 5.92 3.20 5.29  0.000
H 6.86 3.78 4.01  0.000
H 7.79 3.40 5.41  0.000
H 5.13 3.19 2.65  0.000
H 4.75 1.89 1.57  0.001
H 7.48 3.26 1.73  0.000
H 6.45 3.41 0.50  0.000
H 8.71 2.29 -0.66  0.000
H 8.67 0.54 -0.45  0.000
H 9.18 1.67 0.90  0.000
C -1.22 -0.90 -5.86  0.000
N -0.52 -1.80 -4.80  0.000
C -1.48 -1.86 -3.61  0.000
C -0.46 -3.31 -5.24  0.000
C 0.96 -1.35 -4.48  0.000
C 1.11 -0.19 -3.43  0.001
O 0.44 1.10 -3.80  0.000
H -2.24 -1.22 -6.08  0.000
H -0.60 -1.02 -6.75  0.000
H -1.29 0.15 -5.57  0.000
H -2.42 -2.29 -3.94  0.000
H -1.57 -0.81 -3.34  0.000
H -1.00 -2.43 -2.81  0.000
H 0.25 -3.47 -6.05  0.000
H -1.45 -3.60 -5.58  0.000
H -0.16 -3.91 -4.38  0.000
H 1.56 -1.34 -5.38  0.000
H 1.50 -2.15 -3.97  0.000
H 2.18 -0.03 -3.34  0.000
H 0.67 -0.45 -2.47  -0.001
H 0.75 1.72 -3.14  0.000
C -0.30 6.59 -4.12  0.000
N -1.34 5.92 -3.16  0.000
C -2.48 6.91 -2.97  0.000
C -1.97 4.68 -3.80  0.000
C -0.61 5.30 -1.91  0.000
C -1.52 5.25 -0.65  0.000
O -2.61 4.42 -0.66  0.000
H 0.01 7.54 -3.66  0.000
H -0.75 6.86 -5.07  0.000
H 0.62 6.04 -4.30  0.000
H -3.33 6.44 -2.47  0.000
H -2.87 7.12 -3.97  0.000
H -2.10 7.81 -2.50  0.000
H -1.18 4.07 -4.24  0.000
H -2.73 4.86 -4.57  0.000
H -2.59 4.17 -3.06  0.000
H 0.22 5.98 -1.74  0.000
H -0.23 4.34 -2.26  0.000
H -1.88 6.23 -0.32  0.000
H -0.85 4.91 0.14  0.000
H -2.99 4.58 0.21  0.000
C 0.71 1.14 4.05  -0.001
N -0.72 1.01 4.62  0.000
C -0.66 0.42 6.03  0.000
C -1.34 2.41 4.70  0.000
C -1.52 0.20 3.56  0.000
C -2.96 -0.29 4.01  0.000
O -2.86 -1.22 5.09  0.000
H 1.19 1.86 4.71  0.000
H 0.66 1.42 3.00  0.000
H 1.25 0.22 4.24  0.000
H -0.55 -0.66 5.94  0.000
H -1.63 0.62 6.47  0.000
H 0.16 0.83 6.62  0.000
H -0.63 3.01 5.26  0.000
H -2.34 2.35 5.14  0.000
H -1.41 2.83 3.69  0.000
H -1.08 -0.79 3.55  0.000
H -1.56 0.84 2.67  0.000
H -3.43 -0.82 3.19  0.000
H -3.56 0.58 4.29  0.000
H -3.72 -1.62 5.21  0.000
C -5.80 1.57 -1.04  0.000
N -4.68 0.70 -0.64  0.000
C -3.45 1.16 -0.83  0.000
C -2.31 0.44 -0.45  -0.002
C -2.50 -0.88 -0.07  0.001
C -3.84 -1.38 0.23  0.000
C -4.90 -0.51 0.00  0.000
C -1.32 -1.73 0.27  0.000
C -1.31 -3.13 0.12  0.000
C -0.11 -3.86 0.50  0.008
N 1.01 -3.23 0.90  -0.003
C 1.07 -1.87 0.89  0.002
C -0.11 -1.16 0.62  0.001
C 2.21 -3.99 1.15  -0.002
H -6.26 1.14 -1.92  0.000
H -5.46 2.58 -1.27  0.000
H -6.57 1.61 -0.27  0.000
H -3.29 2.16 -1.21  0.001
H -1.33 0.88 -0.57  0.000
H -3.90 -2.40 0.57  0.000
H -5.95 -0.71 0.17  0.000
H -2.12 -3.68 -0.34  0.001
H -0.10 -4.93 0.37  -0.008
H 1.98 -1.35 1.17  -0.001
H -0.09 -0.08 0.70  -0.002
H 2.04 -4.59 2.04  -0.003
H 2.97 -3.22 1.28  0.001
H 2.38 -4.62 0.28  0.003
C -5.38 -3.57 -3.51  0.000
F -6.63 -3.87 -3.01  0.000
F -5.25 -3.86 -4.79  0.000
F -5.12 -2.33 -3.32  0.000
S -4.16 -4.58 -2.40  0.000
O -2.82 -4.30 -2.95  0.000
O -4.41 -4.06 -0.99  0.000
O -4.54 -5.98 -2.58  0.000
C -9.39 -1.14 -0.58  0.000
F -10.33 -0.86 0.36  0.000
F -8.27 -1.34 0.08  0.000
F -9.75 -2.16 -1.35  0.000
S -9.33 0.44 -1.68  0.000
O -8.36 0.17 -2.78  0.000
O -10.74 0.62 -2.12  0.000
O -8.89 1.57 -0.81  0.000
C 2.32 3.88 0.63  -0.001
F 1.62 4.95 0.20  0.000
F 3.59 3.77 0.07  0.000
F 2.44 3.83 1.97  0.000
S 1.30 2.26 0.06  0.003
O 1.90 1.19 0.85  -0.001
O -0.11 2.52 0.42  0.000
O 1.43 2.09 -1.41  0.000
C 5.43 -3.32 -1.33  0.000
F 5.85 -4.30 -2.14  0.000
F 5.16 -3.77 -0.13  0.000
F 6.37 -2.38 -1.30  0.000
S 3.82 -2.57 -2.05  0.000
O 2.82 -3.65 -2.16  0.000
O 3.45 -1.52 -1.04  0.000
O 4.22 -1.96 -3.35  0.000
C -0.20 -9.43 0.78  -0.012
F 0.81 -10.10 0.26  0.000
F -1.04 -9.14 -0.20  -0.001
F -0.82 -10.13 1.63  0.000
S 0.48 -7.88 1.71  -0.109
O 1.09 -8.23 3.02  0.459
O 1.52 -7.38 0.78  0.418
O -0.68 -7.02 1.82  0.247
C 2.42 -2.20 6.43  0.000
F 2.22 -0.86 6.43  0.000
F 3.67 -2.46 6.89  0.000
F 1.53 -2.63 7.25  0.000
S 2.16 -2.80 4.68  0.000
O 2.18 -4.26 4.82  0.000
O 0.97 -2.20 4.17  0.000
O 3.33 -2.20 4.04  0.000
C -5.21 0.79 -5.25  0.000
F -5.90 1.61 -6.15  0.000
F -5.99 0.15 -4.37  0.000
F -4.62 -0.22 -5.97  0.000
S -3.87 1.81 -4.30  0.000
O -3.01 2.37 -5.29  0.000
O -4.69 2.78 -3.56  0.000
O -3.23 0.83 -3.44  0.000

=====

Density functional theory data (wB97M-V/def2-TZVPD) for a 19-piece molecular cluster, C44H52BrCl73NO7PS overall in a non-equilibrium geometry.

The value obtained for the largest force on an atom is 8.491 eV Å⁻¹.

Last column: Mulliken charge in e.
CARTESIAN COORDINATES (ANGSTROEM)
C -3.56 8.05 -0.44  -0.571
C -3.65 6.90 -1.60  0.044
C -3.82 5.45 -0.86  -0.251
C -4.39 4.33 -1.97  0.695
C -3.23 4.24 -3.14  -0.246
C -3.10 2.77 -3.87  -0.613
C -2.89 1.51 -2.79  -0.165
C -1.66 1.83 -1.71  0.326
C -1.34 0.64 -0.66  0.994
C -0.08 -0.36 -0.96  -0.211
P -0.12 -1.10 -2.76  0.592
O -1.74 -1.80 -2.97  -0.407
Br 0.08 0.42 -4.40  -0.209
C 0.10 -1.56 0.20  0.739
C -0.19 -0.98 1.72  -2.135
O -1.59 -0.81 2.10  0.152
C -1.78 -0.75 3.56  0.418
C -2.72 0.58 3.92  0.234
O -1.80 1.67 4.29  -0.316
C -1.50 1.66 5.73  0.708
C -1.41 3.26 6.19  -0.738
C -0.82 -2.87 0.01  1.401
Cl -1.08 -3.89 1.59  -0.208
C -0.39 -4.01 -1.07  0.440
C 0.00 -5.49 -0.46  -1.025
C 1.68 -2.09 0.01  -1.744
C 2.82 -1.17 0.74  1.270
C 4.25 -1.54 0.01  1.388
C 5.23 -0.28 -0.32  0.400
C 6.60 -0.95 -1.03  -0.874
O 5.73 0.49 0.82  -0.607
N 2.91 -1.63 2.16  0.250
C 3.98 -1.04 3.01  -0.028
C 3.79 0.55 3.41  -0.451
O 2.51 0.24 0.50  -0.165
S 1.61 0.53 -0.90  1.690
O 1.46 2.09 -0.99  -0.564
O 2.50 0.14 -2.14  -0.577
H -2.99 9.03 -0.82  0.309
H -2.97 7.69 0.51  0.262
H -4.65 8.39 -0.11  -0.160
H -2.66 6.96 -2.26  0.245
H -4.60 7.16 -2.28  0.068
H -2.72 5.08 -0.59  -0.217
H -4.50 5.46 0.10  0.208
H -5.44 4.64 -2.41  -0.264
H -4.56 3.31 -1.39  -0.179
H -3.46 5.02 -4.00  0.245
H -2.20 4.49 -2.63  0.111
H -2.13 2.77 -4.54  0.212
H -4.03 2.51 -4.55  0.203
H -3.89 1.31 -2.18  0.153
H -2.69 0.57 -3.46  0.221
H -0.76 2.27 -2.32  0.032
H -2.08 2.75 -1.08  -0.544
H -1.29 1.16 0.41  0.102
H -2.31 -0.05 -0.61  -0.709
H -2.35 -1.49 -2.24  0.156
H 0.31 -1.64 2.58  0.754
H 0.30 0.10 1.86  0.295
H -0.78 -0.62 4.17  0.195
H -2.41 -1.69 3.90  -0.192
H -3.28 0.92 2.93  0.150
H -3.53 0.34 4.75  -0.381
H -0.45 1.19 5.99  -0.424
H -2.32 1.14 6.39  0.103
H -0.81 3.34 7.20  0.149
H -0.93 3.92 5.32  0.207
H -2.53 3.60 6.35  0.227
H -1.92 -2.49 -0.26  -1.240
H -1.36 -4.20 -1.75  0.305
H 0.45 -3.74 -1.83  -0.167
H 0.87 -5.49 0.32  0.186
H -0.95 -6.13 -0.12  0.290
H 0.42 -6.10 -1.40  0.273
H 1.69 -3.14 0.57  0.040
H 1.94 -2.33 -1.11  -0.737
H 4.88 -2.29 0.69  -0.133
H 4.10 -2.13 -1.02  -1.217
H 4.85 0.49 -1.11  0.179
H 7.29 -0.06 -1.40  0.325
H 6.26 -1.63 -1.94  -0.044
H 7.19 -1.62 -0.27  0.199
H 5.20 1.35 0.92  0.354
H 2.98 -2.67 2.26  0.088
H 3.92 -1.61 4.06  0.367
H 5.10 -1.25 2.64  0.094
H 4.78 1.16 3.16  0.035
H 3.68 0.65 4.59  0.129
H 2.83 1.05 2.96  0.150
C 5.53 -5.27 2.69  0.177
Cl 6.89 -4.46 1.88  -0.097
Cl 5.49 -4.79 4.40  -0.106
Cl 4.00 -4.79 1.90  -0.023
Cl 5.72 -7.04 2.57  -0.051
C -2.98 -2.44 7.01  0.245
Cl -1.79 -1.60 8.04  -0.082
Cl -4.18 -1.27 6.42  -0.041
Cl -2.15 -3.19 5.63  -0.019
Cl -3.79 -3.71 7.97  -0.100
C -8.25 4.71 0.16  0.136
Cl -8.55 4.81 1.91  -0.006
Cl -9.80 4.69 -0.71  -0.093
Cl -7.29 6.12 -0.36  -0.034
Cl -7.34 3.22 -0.20  -0.055
C 2.68 2.97 7.34  0.206
Cl 1.63 4.26 7.97  -0.106
Cl 3.34 3.45 5.76  0.062
Cl 4.02 2.69 8.48  -0.106
Cl 1.74 1.47 7.16  -0.108
C -6.03 9.16 3.26  0.293
Cl -7.08 10.46 3.88  -0.100
Cl -5.37 9.65 1.67  -0.096
Cl -4.69 8.88 4.40  -0.105
Cl -6.97 7.66 3.08  -0.019
C -6.22 5.50 -6.34  0.207
Cl -6.52 5.60 -4.59  -0.015
Cl -7.77 5.48 -7.21  -0.109
Cl -5.26 6.91 -6.86  0.003
Cl -5.31 4.01 -6.70  -0.089
C -5.54 -2.53 -0.58  0.210
Cl -5.77 -4.22 -0.08  -0.106
Cl -5.31 -2.46 -2.35  -0.105
Cl -6.97 -1.57 -0.13  -0.099
Cl -4.09 -1.86 0.23  0.093
C 4.07 -2.57 -4.17  0.066
Cl 2.54 -1.71 -3.84  0.006
Cl 4.27 -3.89 -2.99  -0.186
Cl 4.03 -3.24 -5.82  0.105
Cl 5.43 -1.43 -4.02  -0.107
C 4.45 -1.59 -9.57  0.310
Cl 4.21 -3.28 -9.07  -0.064
Cl 4.68 -1.52 -11.34  -0.105
Cl 3.02 -0.63 -9.12  -0.079
Cl 5.89 -0.93 -8.76  -0.088
C 0.30 -5.54 -5.82  0.007
Cl 1.67 -6.35 -5.01  -0.007
Cl -0.19 -4.12 -4.86  0.063
Cl 0.80 -5.01 -7.44  -0.074
Cl -1.06 -6.67 -5.95  -0.029
C 8.03 -10.86 2.93  0.305
Cl 8.14 -9.31 3.79  -0.022
Cl 9.01 -10.79 1.44  -0.091
Cl 8.64 -12.17 3.98  -0.090
Cl 6.33 -11.18 2.51  -0.100
C -7.76 2.34 5.04  0.274
Cl -8.81 0.95 5.40  -0.100
Cl -8.66 3.85 5.33  -0.109
Cl -6.33 2.30 6.09  -0.072
Cl -7.24 2.28 3.33  0.002
C 8.14 -9.16 7.70  0.313
Cl 7.83 -9.06 9.45  -0.102
Cl 6.58 -9.18 6.82  -0.065
Cl 9.09 -7.75 7.18  -0.085
Cl 9.04 -10.65 7.33  -0.067
C -3.46 -10.24 -7.10  0.338
Cl -4.33 -9.45 -8.44  -0.092
Cl -3.40 -9.14 -5.70  -0.076
Cl -4.30 -11.74 -6.65  -0.096
Cl -1.80 -10.62 -7.63  -0.085
C 6.52 5.31 3.87  0.263
Cl 7.40 6.53 2.91  -0.104
Cl 7.61 3.95 4.24  -0.102
Cl 5.95 6.04 5.39  -0.090
Cl 5.13 4.71 2.93  0.023
C -3.56 10.49 -6.84  0.357
Cl -2.68 10.63 -5.29  -0.078
Cl -5.31 10.44 -6.51  -0.090
Cl -3.19 11.90 -7.86  -0.095
Cl -3.06 9.00 -7.67  -0.111
C 1.05 5.56 -0.16  0.078
Cl 0.01 4.16 0.20  -0.005
Cl 0.15 7.07 0.13  -0.093
Cl 2.49 5.51 0.90  -0.037
Cl 1.57 5.49 -1.86  -0.091
C 5.43 -8.35 -5.40  0.224
Cl 6.80 -9.16 -4.59  -0.100
Cl 4.93 -6.93 -4.44  0.022
Cl 5.93 -7.82 -7.02  -0.093
Cl 4.06 -9.48 -5.53  -0.090

=====

Density functional theory data (wB97M-V/def2-TZVPD) for one molecule with the formula C20H22N2O4 in a non-equilibrium geometry.

The value obtained for the largest force on an atom is 1.293 eV Å⁻¹.

Last column: natural (NBO) charge in e.
CARTESIAN COORDINATES (ANGSTROEM)
C 1.52 2.83 0.38  -0.631
C 2.29 2.38 1.62  -0.208
N 1.61 2.71 2.85  -0.435
C 1.84 3.99 3.48  -0.237
C 0.78 5.05 3.15  -0.073
O 1.05 5.60 1.88  -0.735
C 0.66 1.92 3.41  0.670
O 0.03 2.25 4.40  -0.624
C 0.43 0.58 2.75  -0.114
C 1.31 -0.47 3.02  -0.204
C 1.11 -1.74 2.50  -0.201
C 0.00 -1.92 1.69  0.051
N -0.48 -3.03 1.02  -0.468
C -1.56 -2.63 0.44  0.546
C -2.43 -3.45 -0.45  -0.479
C -2.07 -3.13 -1.88  -0.065
C -0.83 -3.48 -2.38  -0.128
C -0.47 -3.19 -3.68  -0.320
C -1.36 -2.53 -4.52  0.302
O -1.12 -2.19 -5.82  -0.491
C 0.12 -2.53 -6.38  -0.252
C -2.62 -2.18 -4.02  -0.251
C -2.97 -2.47 -2.72  -0.181
O -1.88 -1.33 0.64  -0.428
C -0.89 -0.86 1.44  0.294
C -0.70 0.41 1.97  -0.243
H 0.57 2.30 0.32  0.204
H 1.33 3.90 0.43  0.237
H 2.10 2.61 -0.51  0.208
H 2.46 1.30 1.58  0.213
H 3.27 2.88 1.64  0.199
H 1.82 3.83 4.56  0.231
H 2.82 4.36 3.18  0.208
H 0.82 5.83 3.92  0.165
H -0.21 4.58 3.18  0.181
H 0.38 6.27 1.68  0.474
H 2.15 -0.29 3.66  0.219
H 1.78 -2.55 2.70  0.227
H -2.24 -4.50 -0.23  0.249
H -3.47 -3.21 -0.26  0.235
H -0.12 -3.98 -1.73  0.214
H 0.51 -3.47 -4.03  0.219
H 0.08 -2.17 -7.41  0.201
H 0.29 -3.61 -6.38  0.176
H 0.95 -2.03 -5.85  0.176
H -3.31 -1.67 -4.68  0.224
H -3.94 -2.19 -2.35  0.211
H -1.39 1.21 1.78  0.231

=====

no.,energy (a.u.)
1,-285.33882
2,-2018.98333
3,-793.42503
4,-8739.65056
5,-39196.01064
6,-1185.80521